# 1
Entry from OMol25: a 2-piece molecular cluster, C2H10NO overall (ωB97M-V/def2-TZVPD).

Summary:
Total charge = +1
Energy relative to the best compared isomer or geometry (same formula, charge and spin) = 10.2 kcal/mol
Maximum force = 2.35 eV/A
Gap between HOMO and LUMO = 11.688 eV
HOMO level = -15.3 eV

Cartesian coordinates (Å):
C (0.0000, 0.0000, 0.0000)
C (1.4266, -0.1890, 0.5202)
N (2.3125, -0.6134, -0.6144)
H (0.1324, 0.6572, -0.8759)
H (-0.6767, 0.4982, 0.7145)
H (-0.4707, -0.9401, -0.3335)
H (1.4279, -1.0123, 1.2603)
H (1.8000, 0.7209, 1.0282)
H (3.2913, -0.5171, -0.2761)
H (2.1679, 0.0618, -1.3920)
H (2.1902, -1.5754, -0.9901)
O (2.7018, 2.5363, -2.5326)
H (3.4163, 2.7563, -3.1724)
H (1.8952, 2.9576, -2.9069)

# 2
Entry from OMol25: C34H34BN8Os as an isolated structure (ωB97M-V/def2-TZVPD).

Summary:
Total charge = +3
Multiplicity = 5
Maximum force = 1.99 eV/A
Gap between HOMO and LUMO (alpha / beta) = 6.433 / 3.507 eV
HOMO level (alpha / beta) = -16.0 / -16.0 eV

Cartesian coordinates (Å):
Os (0.1833, -0.3377, -0.3512)
C (5.0948, 1.2394, 1.2396)
C (4.1286, 0.4586, 0.4536)
C (4.3910, -0.5069, -0.5098)
C (3.1490, -0.9499, -0.9713)
N (2.1738, -0.2683, -0.2956)
N (2.7833, 0.5770, 0.5501)
B (1.9790, 1.5311, 1.4563)
N (1.0978, 0.6260, 2.3451)
N (0.3103, -0.3205, 1.8159)
C (-0.2654, -1.0153, 2.8258)
C (0.2062, -0.4893, 4.0351)
C (1.0674, 0.5456, 3.6968)
C (1.8211, 1.4260, 4.6046)
C (-1.2069, -2.0896, 2.6252)
C (-1.2143, -2.8381, 1.4372)
C (-2.1338, -3.8466, 1.2514)
C (-3.0489, -4.1452, 2.2631)
C (-3.0345, -3.4247, 3.4538)
C (-2.1288, -2.4035, 3.6364)
N (1.1167, 2.4065, 0.5158)
N (0.3492, 1.8708, -0.4398)
C (-0.2007, 2.8723, -1.1650)
C (0.2720, 4.0869, -0.6510)
C (1.0958, 3.7588, 0.4147)
C (1.7862, 4.6817, 1.3282)
C (-1.1574, 2.6455, -2.2183)
C (-1.2265, 1.4051, -2.8742)
C (-2.1983, 1.1776, -3.8195)
C (-3.0975, 2.1915, -4.1571)
C (-3.0263, 3.4296, -3.5306)
C (-2.0700, 3.6583, -2.5639)
C (2.8693, -1.9357, -1.9877)
C (1.5522, -2.2807, -2.3280)
C (1.2863, -3.2108, -3.3037)
C (2.3437, -3.8300, -3.9765)
C (3.6531, -3.5042, -3.6559)
C (3.9188, -2.5732, -2.6738)
H (6.1066, 0.9604, 0.9605)
H (4.9593, 2.3052, 1.0647)
H (4.9637, 1.0674, 2.3067)
H (5.3637, -0.8296, -0.8175)
H (2.6772, 2.2000, 2.1083)
H (-0.0053, -0.8511, 5.0205)
H (1.5439, 1.2134, 5.6329)
H (2.8928, 1.2663, 4.4921)
H (1.6122, 2.4742, 4.3977)
H (-0.4379, -2.6505, 0.6886)
H (-2.1205, -4.4295, 0.3428)
H (-3.7559, -4.9525, 2.1343)
H (-3.7287, -3.6660, 4.2437)
H (-2.1320, -1.8315, 4.5472)
H (0.0785, 5.0663, -1.0306)
H (1.4838, 5.7014, 1.1064)
H (1.5349, 4.4609, 2.3645)
H (2.8684, 4.6164, 1.2213)
H (-0.4637, 0.6455, -2.6545)
H (-2.2614, 0.2267, -4.3238)
H (-3.8422, 2.0127, -4.9136)
H (-3.7218, 4.2101, -3.7961)
H (-2.0330, 4.6015, -2.0482)
H (0.6928, -1.7918, -1.7886)
H (0.2743, -3.4765, -3.5642)
H (2.1380, -4.5604, -4.7432)
H (4.4705, -3.9802, -4.1762)
H (4.9410, -2.3291, -2.4304)
C (-5.2396, -1.5383, -0.9015)
N (-4.0229, -0.8603, -0.5355)
C (-3.9476, 0.2284, 0.2780)
C (-2.6260, 0.5314, 0.4068)
N (-1.8886, -0.3614, -0.3262)
C (-2.7780, -1.1848, -0.8856)
H (-6.0545, -0.8192, -0.9500)
H (-5.4959, -2.2893, -0.1515)
H (-5.1392, -2.0270, -1.8677)
H (-4.8192, 0.7023, 0.6856)
H (-2.1720, 1.3218, 0.9722)
H (-2.5381, -2.0000, -1.5443)

# 3
Entry from OMol25: CH3NO2 as an isolated structure (ωB97M-V/def2-TZVPD).

Summary:
Total charge = 0
Energy relative to the best compared isomer or geometry (same formula, charge and spin) = 181.8 kcal/mol
Maximum force = 7.46 eV/A
Gap between HOMO and LUMO = 8.471 eV
HOMO level = -10.0 eV

Cartesian coordinates (Å):
C (-0.1513, -0.1884, 0.1470)
N (-0.9473, -1.2806, 0.5111)
O (-1.6393, -2.0066, -0.1257)
O (-0.9910, -1.1518, 2.3180)
H (0.2310, -0.3753, -0.8259)
H (-0.8329, 0.6852, 0.2007)
H (0.3475, 0.0084, 1.0611)

# 4
Entry from OMol25: one molecule with the formula C5H11N (ωB97M-V/def2-TZVPD).

Summary:
Total charge = 0
Energy relative to the best compared isomer or geometry (same formula, charge and spin) = 126.5 kcal/mol
Maximum force = 0.50 eV/A
Gap between HOMO and LUMO = 8.747 eV
HOMO level = -7.9 eV

Cartesian coordinates (Å):
C (-1.8535, 0.8382, 1.5387)
C (-0.8330, 0.9586, 0.4036)
C (0.2050, -0.1587, 0.4445)
N (0.6400, 0.2651, -1.4542)
C (1.6313, -0.6809, -0.5793)
C (1.1592, -0.8740, -2.0222)
H (-2.3709, -0.1296, 1.5046)
H (-2.6170, 1.6142, 1.4160)
H (-1.4163, 0.9531, 2.5365)
H (-1.3521, 0.8835, -0.5508)
H (-0.3407, 1.9358, 0.4230)
H (-0.3061, -1.1245, 0.4545)
H (0.7994, -0.0762, 1.3682)
H (2.6201, -0.2416, -0.4549)
H (1.5283, -1.6487, -0.0865)
H (2.0221, -0.7987, -2.6911)
H (0.4842, -1.7157, -2.2504)

# 5
Entry from OMol25: C15H35Cl2CrN2OP as an isolated structure (ωB97M-V/def2-TZVPD).

Summary:
Total charge = -1
Multiplicity = 4
Maximum force = 2.76 eV/A
Gap between HOMO and LUMO (alpha / beta) = 4.681 / 4.740 eV
HOMO level (alpha / beta) = -2.3 / -2.4 eV

Cartesian coordinates (Å):
Cr (0.6075, 0.2547, -1.3441)
Cl (1.8718, 1.1727, -2.9613)
Cl (-1.2521, -0.5109, -2.6562)
H (0.8739, 1.5185, -0.4949)
H (1.8819, -0.3799, -0.7419)
P (0.0227, -0.1628, -4.9695)
C (1.6830, -0.7633, -5.6430)
C (-1.1563, -0.9908, -6.1511)
C (-0.0508, 1.6203, -5.5425)
C (2.1277, -1.9845, -4.8332)
H (2.3447, 0.0846, -5.3915)
C (1.7892, -1.0258, -7.1478)
H (1.2521, -1.9308, -7.4540)
H (2.8492, -1.1829, -7.3826)
H (1.4501, -0.1880, -7.7612)
H (2.1676, -1.7549, -3.7621)
H (3.1339, -2.2816, -5.1582)
H (1.4603, -2.8425, -4.9833)
H (0.8893, 2.0068, -5.1079)
C (-1.2071, 2.3623, -4.8623)
C (0.0087, 1.8713, -7.0555)
H (1.0194, 1.7229, -7.4500)
H (-0.2486, 2.9234, -7.2409)
H (-0.6935, 1.2561, -7.6341)
H (-1.1503, 2.2697, -3.7727)
H (-2.1888, 2.0040, -5.1931)
H (-1.1328, 3.4277, -5.1190)
C (-1.1940, -2.5028, -5.9006)
H (-0.7282, -0.8130, -7.1507)
C (-2.5726, -0.4075, -6.1200)
H (-0.2602, -3.0048, -6.1803)
H (-1.9975, -2.9406, -6.5089)
H (-1.4131, -2.7139, -4.8470)
H (-2.9467, -0.3400, -5.0926)
H (-3.2388, -1.0803, -6.6766)
H (-2.6363, 0.5777, -6.5949)
C (0.1552, -2.8462, 1.3854)
N (-0.2839, -1.7297, 2.1931)
C (-0.6479, -1.9890, 3.5657)
C (-0.4539, -0.7376, 4.3773)
C (-1.2143, 0.4053, 3.7528)
N (-0.9616, 0.4961, 2.3249)
C (-1.3033, 1.7433, 1.6724)
C (-0.5423, -0.5522, 1.5599)
O (-0.3815, -0.4612, 0.3086)
H (1.1266, -2.6242, 0.9214)
H (-0.5649, -3.0770, 0.5889)
H (0.2574, -3.7094, 2.0464)
H (-1.6986, -2.3132, 3.6360)
H (-0.0133, -2.8108, 3.9047)
H (0.6124, -0.4898, 4.4576)
H (-0.8303, -0.9022, 5.3890)
H (-0.9458, 1.3720, 4.1985)
H (-2.2954, 0.2612, 3.9335)
H (-2.0951, 1.6080, 0.9243)
H (-1.6614, 2.4375, 2.4373)
H (-0.4270, 2.1793, 1.1763)

# 6
Entry from OMol25: an isolated ion of composition C3H9N3P and charge +1 (ωB97M-V/def2-TZVPD).

Summary:
Total charge = +1
Energy relative to the best compared isomer or geometry (same formula, charge and spin) = 62.5 kcal/mol
SMILES = C1C[N@@H+]2NCN1P2
Maximum force = 5.02 eV/A
Gap between HOMO and LUMO = 10.739 eV
HOMO level = -14.4 eV

Cartesian coordinates (Å):
C (-0.7492, -1.0215, -0.4772)
C (-0.8922, -0.6054, 1.0151)
N (0.4197, 0.5626, 1.0174)
N (0.0357, 1.4703, 0.0416)
C (0.4825, 0.9252, -1.2493)
N (0.6061, -0.5190, -0.9894)
P (1.7045, -0.5775, 0.2844)
H (-0.8411, -2.0749, -0.8052)
H (-1.4910, -0.4374, -0.9881)
H (-1.8941, -0.2000, 1.1516)
H (-0.6767, -1.3746, 1.6401)
H (0.6250, 0.9557, 1.9160)
H (0.5087, 2.4660, 0.2369)
H (-0.3401, 0.8911, -1.9375)
H (1.3447, 1.3065, -1.6665)
H (1.1575, -1.7669, 0.8102)

# 7
Entry from OMol25: one molecule with the formula CH3NOP2S (ωB97M-V/def2-TZVPD).

Summary:
Total charge = 0
Energy relative to the best compared isomer or geometry (same formula, charge and spin) = 96.2 kcal/mol
Maximum force = 2.38 eV/A
Gap between HOMO and LUMO (alpha / beta) = 6.596 / 6.035 eV
HOMO level (alpha / beta) = -8.7 / -8.5 eV

Cartesian coordinates (Å):
C (0.7677, 0.7403, 1.1674)
N (-0.1496, 1.6164, 0.8396)
O (-1.2376, -1.3586, 1.1481)
P (1.5189, -0.3634, 0.0322)
P (-2.0746, -0.6714, 0.1342)
S (-1.2510, 1.4365, -0.2235)
H (1.0014, 0.8306, 2.2189)
H (0.9786, 0.4376, -0.9666)
H (-1.9556, -1.2061, -1.2476)

# 8
Entry from OMol25: one molecule with the formula C7H10O (ωB97M-V/def2-TZVPD).

Summary:
Total charge = 0
Energy relative to the best compared isomer or geometry (same formula, charge and spin) = 78.3 kcal/mol
SMILES = C=CC(=C)C1(O)CC1
Maximum force = 5.15 eV/A
Gap between HOMO and LUMO = 9.718 eV
HOMO level = -9.1 eV

Cartesian coordinates (Å):
C (1.7914, 1.5111, -0.0136)
C (1.7418, 0.1793, 0.2238)
C (0.6672, -0.7426, 0.3748)
C (0.7484, -2.0072, -0.0039)
C (-0.8151, -0.0341, 0.4896)
O (-1.0995, 0.6279, 1.6794)
C (-1.2857, 0.6359, -0.8391)
C (-1.9959, -0.5625, -0.2558)
H (2.7119, 2.0436, -0.1314)
H (0.8898, 2.2507, -0.0613)
H (2.6472, -0.4031, 0.1744)
H (-0.2249, -2.6164, -0.2108)
H (1.6820, -2.4343, -0.2596)
H (-0.4370, 1.3182, 1.7931)
H (-0.7065, 0.5176, -1.6721)
H (-1.6101, 1.7022, -0.5611)
H (-3.0273, -0.5910, 0.0380)
H (-1.6777, -1.3953, -0.7645)